Entry 1:
Formula: C16H18ClF3N4O4S
Source: the OMol25 dataset
Level of theory: ωB97M-V with the def2-TZVPD basis set

## Properties
* SMILES: NC(=O)[C@@H](CCC(F)(F)F)N(CCCc1ncon1)S(=O)(=O)c1ccc(Cl)cc1
* relative energy (zero: lowest compared OMol25 entry of this formula, charge and spin): 0.0 kcal per mole
* LUMO energy: -0.24 eV
* gap between HOMO and LUMO: 9.367 eV
* E_HOMO: -9.611 eV

Last column: Mulliken charge in e.
Cartesian coordinates (Å):
1 O -3.919 1.601 0.137  -0.68
2 O 0.784 3.385 0.093  -0.73
3 O 0.101 2.515 -2.119  -0.80
4 F 0.081 -0.347 4.920  -0.28
5 F -2.026 0.335 4.807  -0.27
6 F -1.405 -1.495 3.738  -0.25
7 Cl 6.510 -0.183 -1.458  -0.20
8 N -1.929 -3.633 -0.129  -0.47
9 N -1.611 -3.307 -2.376  -0.46
10 O -2.901 -3.836 -2.108  -0.17
11 C -2.790 1.877 -0.234  0.23
12 C -3.011 -4.026 -0.742  0.08
13 C -1.109 -3.202 -1.151  0.45
14 C 4.130 0.740 -2.426  -0.95
15 C 4.370 0.622 -0.014  -1.03
16 C 2.867 1.254 -2.229  0.17
17 C 3.063 1.054 0.140  -0.06
18 C 4.895 0.444 -1.300  0.50
19 C 2.290 1.441 -0.970  -0.24
20 N -2.774 2.423 -1.472  -0.29
21 N -0.328 1.028 -0.070  0.49
22 C -1.008 -0.242 4.099  0.74
23 C 0.212 -2.584 -0.901  -0.84
24 C -0.550 -0.204 -0.893  -1.33
25 C 0.056 -1.334 -0.057  0.00
26 C -0.645 0.594 2.883  -0.37
27 C -1.803 0.691 1.891  -1.11
28 C -1.521 1.581 0.658  -0.54
29 S 0.665 2.235 -0.793  1.42
30 H -3.871 -4.434 -0.214  0.42
31 H 4.531 0.559 -3.407  0.44
32 H 4.989 0.390 0.821  0.45
33 H 2.301 1.471 -3.116  0.48
34 H 2.676 1.153 1.156  0.38
35 H -3.655 2.398 -1.960  0.25
36 H -1.923 2.517 -1.994  0.25
37 H 0.734 -2.319 -1.816  0.38
38 H 0.865 -3.280 -0.385  0.45
39 H -1.584 -0.393 -0.966  0.44
40 H -0.110 -0.135 -1.885  0.62
41 H 1.038 -1.033 0.247  0.15
42 H -0.559 -1.522 0.828  0.20
43 H 0.263 0.173 2.459  -0.02
44 H -0.333 1.600 3.240  0.45
45 H -2.658 1.157 2.395  0.62
46 H -2.147 -0.286 1.603  0.26
47 H -1.251 2.555 1.073  0.77

Entry 2:
Formula: C16H18ClN3
Source: the OMol25 dataset
Level of theory: ωB97M-V with the def2-TZVPD basis set

## Properties
* SMILES: Nc1ccc(N2CCN(c3cccc(Cl)c3)CC2)cc1
* relative energy (zero: lowest compared OMol25 entry of this formula, charge and spin): 0.0 kcal per mole
* LUMO energy: 0.83 eV
* gap between HOMO and LUMO: 7.846 eV
* E_HOMO: -7.014 eV

Last column: Mulliken charge in e.
Cartesian coordinates (Å):
1 N -1.509 0.277 -4.767  -0.58
2 C -0.556 -0.057 -3.814  0.96
3 C -0.209 -1.388 -3.585  -0.74
4 C 0.686 -1.726 -2.593  -0.44
5 C 1.266 -0.753 -1.774  0.53
6 C 0.923 0.578 -2.013  -0.23
7 C 0.035 0.917 -3.016  -1.01
8 H -0.212 1.957 -3.178  0.26
9 H 1.344 1.374 -1.420  0.25
10 N 2.199 -1.144 -0.813  0.14
11 C 3.009 -0.172 -0.125  -1.17
12 H 3.303 0.615 -0.820  0.45
13 C 2.281 0.429 1.102  -0.79
14 N 1.360 -0.551 1.643  0.18
15 C 0.018 -0.269 1.757  1.06
16 C -0.385 1.023 2.123  -0.56
17 C -1.724 1.318 2.276  0.13
18 C -2.710 0.363 2.094  -0.58
19 C -2.312 -0.918 1.754  -0.75
20 C -0.979 -1.237 1.585  -0.49
21 H -0.723 -2.244 1.299  0.26
22 H -3.061 -1.683 1.606  0.38
23 H -3.750 0.613 2.221  0.43
24 Cl -2.173 2.929 2.730  -0.24
25 H 0.346 1.792 2.316  0.54
26 C 1.851 -1.899 1.495  -1.19
27 H 2.854 -1.924 1.936  0.38
28 C 1.920 -2.308 0.006  -0.80
29 H 0.967 -2.738 -0.304  0.50
30 H 2.706 -3.065 -0.132  0.29
31 H 1.226 -2.589 2.061  0.46
32 H 3.015 0.724 1.864  0.27
33 H 1.720 1.313 0.801  0.50
34 H 3.921 -0.687 0.198  0.38
35 H 0.958 -2.764 -2.466  0.49
36 H -0.640 -2.163 -4.204  0.28
37 H -1.634 -0.396 -5.507  0.22
38 H -1.481 1.233 -5.089  0.22

Entry 3:
Formula: C16H18ClNO
Source: the OMol25 dataset
Level of theory: ωB97M-V with the def2-TZVPD basis set

## Properties
* SMILES: OCCN(Cc1ccccc1)Cc1ccc(Cl)cc1
* relative energy (zero: lowest compared OMol25 entry of this formula, charge and spin): 215.8 kcal per mole
* LUMO energy: 0.05 eV
* gap between HOMO and LUMO: 8.365 eV
* E_HOMO: -8.316 eV

Last column: Mulliken charge in e.
Cartesian coordinates (Å):
1 O 4.597 0.203 -1.824  -0.51
2 C 3.295 -0.037 -1.120  -0.11
3 H 3.189 -1.183 -0.788  0.19
4 C 2.193 0.358 -2.058  -0.68
5 N 0.873 0.307 -1.660  0.04
6 C 0.460 -0.985 -1.278  -1.31
7 C 0.122 -1.224 0.174  1.00
8 C -1.388 -1.659 0.417  -0.58
9 C -1.743 -1.935 1.726  -0.75
10 C -0.853 -1.930 2.755  -0.41
11 C 0.582 -1.965 2.623  -0.89
12 C 0.981 -1.710 1.161  -0.12
13 H 1.920 -1.391 0.753  0.22
14 H 1.262 -1.959 3.348  0.56
15 H -1.153 -2.257 3.700  0.46
16 H -2.700 -1.871 2.057  0.47
17 H -2.121 -1.292 -0.360  0.23
18 H 1.188 -1.719 -1.570  0.62
19 H -0.619 -1.250 -1.830  0.18
20 C 0.760 1.281 -0.280  -1.22
21 C -0.767 1.367 -0.236  0.77
22 C -1.144 1.544 1.267  -1.10
23 C -2.641 1.658 1.440  -0.90
24 C -3.391 1.827 0.366  0.59
25 C -3.089 1.395 -1.103  -1.13
26 C -1.727 1.516 -1.221  0.05
27 H -1.241 1.574 -2.375  0.16
28 H -3.725 1.605 -1.805  0.63
29 Cl -5.096 2.027 0.504  -0.23
30 H -3.070 1.858 2.348  0.51
31 H -0.676 1.367 2.022  0.87
32 H 1.113 2.120 -0.833  0.67
33 H 1.148 0.979 0.623  0.49
34 H 2.454 1.436 -2.462  0.32
35 H 2.294 -0.250 -2.975  0.43
36 H 3.418 0.414 -0.045  0.16
37 H 5.299 -0.220 -1.464  0.30

Entry 4:
Formula: C16H18F3MnO3S
Source: the OMol25 dataset
Level of theory: ωB97M-V with the def2-TZVPD basis set

## Properties
* spin multiplicity: 2
* relative energy (zero: lowest compared OMol25 entry of this formula, charge and spin): 6.0 kcal per mole
* charge: +1
* LUMO energy (spin up / spin down): -3.99 / -3.82 eV
* gap between HOMO and LUMO (spin up / spin down): 7.467 / 7.788 eV
* E_HOMO (spin up / spin down): -11.458 / -11.608 eV
* ⟨S²⟩: 0.776

Last column: Mulliken charge in e.
Cartesian coordinates (Å):
1 Mn 2.277 0.964 0.379  1.16
2 C 3.169 0.240 4.295  -1.12
3 C 1.989 0.407 3.400  0.72
4 C 0.614 0.023 3.829  -0.78
5 O 2.153 0.886 2.280  -0.56
6 H 2.903 -0.158 5.269  0.36
7 H 3.666 1.205 4.406  0.33
8 H 3.884 -0.423 3.803  0.33
9 H 0.604 -0.529 4.762  0.39
10 H 0.150 -0.555 3.028  0.12
11 H 0.025 0.937 3.940  0.30
12 O 3.715 0.896 -0.086  -0.66
13 F -3.599 -6.129 -1.672  -0.28
14 C -2.645 -5.736 -2.526  0.82
15 F -1.884 -6.807 -2.806  -0.24
16 F -3.251 -5.375 -3.671  -0.24
17 C -1.815 -4.607 -1.974  0.27
18 C -0.774 -4.113 -2.750  -0.78
19 C 0.002 -3.074 -2.276  -0.62
20 C -0.259 -2.525 -1.017  0.89
21 C -1.303 -3.033 -0.245  -0.56
22 C -2.082 -4.072 -0.725  -0.56
23 C 0.547 -1.445 -0.530  0.32
24 C 1.230 -0.528 -0.120  -0.67
25 H -0.575 -4.545 -3.722  0.40
26 H 0.818 -2.682 -2.868  0.46
27 H -1.501 -2.610 0.731  0.43
28 H -2.892 -4.468 -0.129  0.48
29 O 1.186 2.494 0.154  -0.54
30 S 0.712 2.893 -1.280  0.41
31 C 0.877 4.705 -1.247  -0.57
32 C -0.533 5.295 -1.153  -0.62
33 C -1.397 4.261 -0.436  -0.55
34 C -1.080 2.943 -1.124  -0.66
35 H 1.443 5.006 -2.126  0.44
36 H 1.478 4.893 -0.357  0.30
37 H -0.926 5.476 -2.154  0.31
38 H -0.506 6.252 -0.634  0.32
39 H -2.459 4.493 -0.503  0.39
40 H -1.132 4.199 0.621  0.27
41 H -1.448 2.913 -2.153  0.43
42 H -1.384 2.031 -0.611  0.38

Entry 5:
Formula: C16H18F6N4O6OsS2Si
Source: the OMol25 dataset
Level of theory: ωB97M-V with the def2-TZVPD basis set

## Properties
* spin multiplicity: 5
* relative energy (zero: lowest compared OMol25 entry of this formula, charge and spin): 49.3 kcal per mole
* charge: -2
* LUMO energy (spin up / spin down): 4.53 / 4.52 eV
* gap between HOMO and LUMO (spin up / spin down): 4.492 / 6.710 eV
* E_HOMO (spin up / spin down): 0.037 / -2.194 eV
* ⟨S²⟩: 6.041

Last column: Mulliken charge in e.
Cartesian coordinates (Å):
1 Os -0.375 -0.149 0.373  0.83
2 F 0.959 2.295 -3.135  -0.19
3 C 0.995 1.781 -4.362  0.66
4 F 2.115 2.212 -4.954  -0.26
5 F -0.045 2.262 -5.057  -0.24
6 S 0.913 -0.066 -4.325  1.07
7 O -0.165 -0.358 -3.428  -0.54
8 O 0.791 -0.415 -5.712  -0.69
9 N 2.340 -0.480 -3.827  -0.61
10 S 2.912 -0.410 -2.368  0.98
11 O 1.964 -0.310 -1.287  -0.55
12 O 4.077 0.429 -2.307  -0.68
13 C 3.577 -2.122 -2.249  0.63
14 F 2.613 -3.025 -2.370  -0.22
15 F 4.492 -2.348 -3.201  -0.25
16 F 4.174 -2.279 -1.062  -0.21
17 N 3.439 -2.111 2.057  -0.60
18 C 2.138 -1.983 1.581  0.56
19 O 1.582 -0.869 1.693  -0.75
20 C 1.506 -3.133 1.014  0.55
21 C 2.273 -4.284 0.727  -0.16
22 N 2.899 -5.237 0.516  -0.73
23 C 0.151 -3.030 0.659  -0.26
24 N -0.728 -3.320 -0.402  -0.62
25 H 3.920 -1.225 2.043  0.27
26 H 3.971 -2.874 1.665  0.28
27 C -0.941 -2.169 0.623  -0.27
28 H -0.385 -2.927 -1.287  0.30
29 H -1.830 -2.288 1.237  0.24
30 C -3.038 2.192 0.805  -1.29
31 Si -2.433 0.831 -0.375  0.87
32 C -2.506 1.673 -2.077  -1.19
33 C -3.923 -0.371 -0.490  0.20
34 C -5.224 0.004 -0.138  -0.23
35 C -6.302 -0.860 -0.287  -0.55
36 C -6.106 -2.134 -0.802  -0.34
37 C -4.825 -2.531 -1.162  -0.71
38 C -3.754 -1.660 -1.004  -0.21
39 H -3.834 2.781 0.336  0.42
40 H -2.206 2.854 1.049  0.26
41 H -3.411 1.789 1.749  0.32
42 H -3.527 2.030 -2.255  0.40
43 H -2.234 0.982 -2.877  0.22
44 H -1.826 2.526 -2.129  0.32
45 H -5.402 0.994 0.270  0.23
46 H -7.298 -0.539 0.001  0.36
47 H -6.944 -2.813 -0.917  0.33
48 H -4.653 -3.525 -1.558  0.39
49 H -2.759 -1.992 -1.277  0.29
50 C -1.281 0.245 3.145  -0.61
51 O -0.573 0.850 2.112  -0.63
52 H -1.487 0.969 3.947  0.26
53 H -0.718 -0.589 3.590  0.19
54 H -2.256 -0.158 2.823  0.18

Entry 6:
Formula: C16H18IN5OS2Tl
Source: the OMol25 dataset
Level of theory: ωB97M-V with the def2-TZVPD basis set

## Properties
* charge: +1
* LUMO energy: -3.27 eV
* gap between HOMO and LUMO: 7.760 eV
* E_HOMO: -11.028 eV

Last column: Mulliken charge in e.
Cartesian coordinates (Å):
1 Tl -0.094 -0.027 0.679  0.92
2 I 0.447 -1.114 3.606  0.05
3 C 2.435 -0.600 3.150  0.06
4 C 3.290 -0.626 4.212  -0.60
5 C 4.671 -0.428 4.011  -0.70
6 C 5.147 -0.244 2.751  -0.83
7 C 4.274 -0.204 1.637  0.88
8 C 4.808 -0.034 0.333  -0.87
9 C 4.005 0.021 -0.762  -0.93
10 C 2.603 -0.043 -0.598  -0.17
11 C 2.072 -0.214 0.647  0.49
12 C 2.864 -0.344 1.819  0.48
13 H 2.915 -0.816 5.209  0.41
14 H 5.341 -0.452 4.862  0.40
15 H 6.211 -0.128 2.574  0.38
16 H 5.884 0.054 0.231  0.38
17 H 4.425 0.140 -1.754  0.41
18 H 1.960 0.065 -1.463  0.12
19 S -1.748 -1.992 0.156  -0.33
20 C -3.239 -1.125 0.254  -0.03
21 N -3.841 -0.740 1.366  0.07
22 C -5.131 -0.075 1.120  -0.45
23 C -5.224 -0.099 -0.421  -0.47
24 N -3.995 -0.823 -0.790  0.01
25 H -3.462 -0.919 2.277  0.19
26 H -5.122 0.938 1.510  0.27
27 H -5.937 -0.629 1.593  0.35
28 H -5.203 0.901 -0.837  0.32
29 H -6.103 -0.625 -0.780  0.33
30 H -3.664 -0.932 -1.731  0.21
31 C 0.511 -1.005 -3.715  -0.77
32 N -0.171 0.276 -3.848  -0.23
33 C -0.591 0.996 -2.781  0.61
34 N -1.146 2.202 -3.020  -0.43
35 O -0.449 0.543 -1.627  -0.61
36 H 0.299 -1.615 -4.590  0.35
37 H 0.140 -1.518 -2.833  0.25
38 H 1.591 -0.887 -3.625  0.27
39 H -0.242 0.680 -4.763  0.20
40 H -1.361 2.489 -3.957  0.20
41 H -1.659 2.638 -2.273  0.22
42 S -1.564 1.758 1.844  -0.28
43 C -2.594 2.152 0.584  0.51
44 N -3.352 2.407 -0.257  -0.63

The calculation returns the following electronic energy values, one per record and in order: -62543.9073 -33876.8669 -32934.7064 -73325.1933 -83446.6251 -60842.7358 eV.